1.
The following is a quantum chemistry calculation of a 2-piece molecular cluster, C3H12NO2 overall at a distorted geometry, from the Open Molecules 2025 dataset.

Geometry (Å):
C  1.0905  -1.1824  -0.5770
C  -0.3718  -1.0837  -1.2191
C  -0.2323  -0.5514  -2.6377
O  -1.0255  -0.1715  -0.3053
N  1.1112  -0.3685  0.7234
H  1.8612  -0.7996  -1.2354
H  1.2018  -2.1785  -0.1729
H  -0.8807  -2.0487  -1.1407
H  0.1898  -1.3023  -3.3088
H  -1.1797  -0.2322  -3.0689
H  0.5008  0.2514  -2.5133
H  -1.9207  -0.1985  -0.6210
H  1.3067  0.5952  0.4311
H  0.1775  -0.3128  1.1520
H  1.8885  -0.6446  1.3194
H  -0.5646  3.3602  2.6189
H  -0.0217  3.0757  3.9544
O  -0.6032  2.6504  3.2804

Forces on atoms 1 to 2 (eV/Å):
C -2.0 -0.5 1.1
C 1.4 0.3 1.0

The energy above the lowest of the compared OMol25 structures with the same formula, charge and spin comes out at 1.120 eV. As for the gap between HOMO and LUMO: 11.1 eV. Its charge is +1.

=====

2.
The following is a quantum chemistry calculation of a 2-piece molecular cluster, C2ClN5 overall at a distorted geometry, from the Open Molecules 2025 dataset.

Geometry (Å):
C  -0.5783  -1.1602  -0.7031
C  -0.7931  1.4724  1.2131
N  -1.6974  -1.2291  -0.4520
N  0.2616  1.1122  0.9476
N  0.6546  -1.1622  -1.0911
N  2.7491  -0.3252  -0.6766
N  1.6883  -0.6580  -0.7834
Cl  -2.2849  1.9502  1.5455

Forces on atoms 1 to 2 (eV/Å):
C -0.4 0.5 0.8
C 0.5 -0.2 -0.2

The energy above the lowest of the compared OMol25 structures with the same formula, charge and spin comes out at 0.155 eV. As for the gap between HOMO and LUMO: 10.9 eV. Its charge is 0.

=====

3.
The following is a quantum chemistry calculation of C26H50NOSi3Zr as an isolated structure, from the Open Molecules 2025 dataset.

Geometry (Å):
Zr  0.6307  -0.1995  0.2519
C  0.4677  -2.1978  -1.3880
C  0.6714  -2.7080  -0.0710
C  1.9728  -2.3598  0.3494
C  2.5514  -1.5459  -0.6579
C  1.6272  -1.4810  -1.7515
C  2.0504  -1.0667  -3.1281
C  3.9887  -1.1212  -0.7729
C  2.6325  -2.9520  1.5542
C  -0.1927  -3.7249  0.6102
C  -0.6563  -2.6211  -2.2804
H  2.3489  -0.0223  -3.2014
H  1.2789  -1.2493  -3.8683
H  2.9178  -1.6678  -3.4123
H  4.1239  -0.0385  -0.8172
H  4.4123  -1.5317  -1.6909
H  4.5835  -1.4969  0.0565
H  2.7717  -4.0218  1.3802
H  2.0295  -2.8365  2.4548
H  3.6131  -2.5229  1.7460
H  -0.0686  -3.6971  1.6912
H  0.1009  -4.7218  0.2701
H  -1.2495  -3.6021  0.3758
H  -1.6346  -2.4187  -1.8507
H  -0.5931  -3.6991  -2.4464
H  -0.6043  -2.1323  -3.2502
C  0.8147  2.4719  2.4900
O  0.4364  1.8587  1.2409
Si  -1.1875  2.1703  0.6820
C  -1.3795  4.0122  0.5502
C  -2.3091  1.5961  2.0515
C  -1.0322  1.0492  -0.7838
Si  -0.0476  1.8992  -2.1324
C  1.7567  1.9410  -1.5001
C  -0.4486  3.6886  -2.5076
C  -0.1935  1.0647  -3.7939
Si  -2.7338  0.3505  -1.2052
C  -3.0422  -1.1289  -0.0658
C  -3.0566  -0.1692  -2.9745
C  -4.0717  1.6343  -0.9216
H  0.2627  3.4042  2.6059
H  1.8773  2.6985  2.4634
H  0.6074  1.7994  3.3199
H  -1.6995  4.4231  1.5093
H  -2.1602  4.2445  -0.1780
H  -0.4715  4.5238  0.2378
H  -1.8256  1.7554  3.0188
H  -2.5532  0.5396  1.9740
H  -3.2404  2.1627  2.0575
H  1.8616  2.7356  -0.7595
H  2.4213  2.2035  -2.3280
H  2.2169  1.0302  -1.0831
H  -0.0412  4.4021  -1.7963
H  -1.5285  3.8434  -2.5660
H  -0.0348  3.9263  -3.4907
H  -0.3149  -0.0112  -3.7243
H  0.6630  1.2860  -4.4325
H  -1.0815  1.4627  -4.2886
H  -2.1355  -1.5444  0.3895
H  -3.5357  -1.9356  -0.6129
H  -3.7092  -0.8428  0.7498
H  -2.3325  -0.8308  -3.4371
H  -3.1651  0.7123  -3.6094
H  -4.0234  -0.6812  -2.9731
H  -4.1498  1.9970  0.1027
H  -5.0427  1.2110  -1.1903
H  -3.9052  2.4965  -1.5741
C  -1.4826  -1.7750  3.2697
C  -0.0826  -1.2696  3.4042
C  0.6766  -1.2137  4.5461
C  1.9099  -0.6003  4.2167
C  1.8583  -0.3076  2.8808
C  2.9477  0.2963  2.0411
N  0.6325  -0.7071  2.3600
H  -1.7193  -2.4102  4.1222
H  -1.6293  -2.3675  2.3682
H  -2.2140  -0.9666  3.2627
H  0.3697  -1.5637  5.5191
H  2.7395  -0.4032  4.8780
H  3.4801  1.0536  2.6162
H  2.5936  0.8507  1.1490
H  3.6797  -0.4298  1.6989

Forces on atoms 1 to 2 (eV/Å):
Zr 0.6 0.1 0.4
C -0.1 0.2 0.1

The energy above the lowest of the compared OMol25 structures with the same formula, charge and spin comes out at 0.000 eV. As for the gap between HOMO and LUMO: 6.6 eV. Its charge is +1.

=====

4.
The following is a quantum chemistry calculation of one molecule with the formula C14H13BO2 at a distorted geometry, from the Open Molecules 2025 dataset.

Geometry (Å):
O  2.4674  2.5929  -2.5807
B  2.7369  2.1739  -1.2543
O  3.9234  2.4762  -0.5271
C  3.9774  1.5155  0.4881
C  2.7479  0.5663  0.4319
C  2.4125  -0.4544  1.2525
C  1.2931  -1.1708  0.9643
C  0.5078  -0.8485  -0.1455
C  -0.7006  -1.6915  -0.4781
C  -2.0134  -1.0447  -0.1225
C  -2.8849  -0.6348  -1.0501
C  -4.0585  -0.0479  -0.5822
C  -4.3318  0.0546  0.7696
C  -3.5876  -0.6354  1.6239
C  -2.4105  -1.2109  1.1955
C  0.7990  0.2325  -0.9472
C  1.9769  0.9571  -0.6332
H  3.1898  3.2731  -2.5664
H  4.8742  0.9718  0.4768
H  4.1045  2.1020  1.3468
H  3.0365  -0.8552  2.0497
H  0.9835  -2.0784  1.5080
H  -0.6919  -1.7403  -1.5785
H  -0.5822  -2.6718  -0.1766
H  -2.4799  -0.4990  -2.0898
H  -4.8276  0.3277  -1.1566
H  -5.2458  0.3040  1.1167
H  -3.8357  -0.6572  2.6922
H  -1.7029  -1.7228  1.8421
H  0.3225  0.4158  -1.8693

Forces on atoms 1 to 2 (eV/Å):
O 2.0 1.4 2.8
B 0.0 -1.3 -1.8

The energy above the lowest of the compared OMol25 structures with the same formula, charge and spin comes out at 1.590 eV. As for the gap between HOMO and LUMO: 9.6 eV. As for the SMILES: OB1OCc2ccc(Cc3ccccc3)cc21. Its charge is 0.

=====

5.
The following is a quantum chemistry calculation of a 3-piece molecular cluster, C55H71NO7P overall at a distorted geometry, from the Open Molecules 2025 dataset.

Geometry (Å):
C  5.2364  1.1179  2.2737
C  3.7645  1.5604  1.6139
C  3.2633  2.8705  2.4625
C  2.6756  0.2896  1.6623
P  1.3024  0.5833  0.3597
C  0.0112  1.1155  -0.9964
C  -0.5623  -0.1245  -1.8872
C  -2.0468  -0.6952  -1.3830
C  -3.1781  0.4534  -1.8187
C  -3.8368  1.1539  -0.4500
C  -5.2295  0.4077  -0.0169
C  -5.6682  0.5959  1.5498
C  -4.7957  1.6949  2.3955
C  -5.0553  3.2602  1.9823
C  -3.9111  4.1482  2.8188
C  -2.4832  4.2700  2.0222
C  -2.2438  5.7456  1.2941
N  -3.2341  5.8188  0.1214
C  -4.7064  6.2199  0.2437
C  -5.3905  6.1074  -1.2430
C  -4.1513  5.6050  -2.1953
C  -2.7799  5.4337  -1.2716
C  2.5807  0.0060  -0.9885
O  2.8386  1.0661  -2.0094
O  2.3543  0.7264  -3.1698
O  0.6215  -0.9978  0.5192
C  0.2625  -1.3664  1.8825
C  -1.1938  -2.1787  2.0078
C  -2.2657  -1.0175  2.5562
C  -1.1842  -3.3462  3.1674
C  -0.3350  -2.9471  4.5243
C  -0.7918  -4.8567  2.5736
H  5.9975  2.0262  2.1529
H  5.0500  0.9317  3.4140
H  5.6800  0.1840  1.7076
H  4.0263  1.8764  0.4977
H  2.6624  3.5868  1.7424
H  4.2355  3.3881  2.9183
H  2.5807  2.4878  3.3327
H  3.2152  -0.7613  1.5483
H  2.2833  0.3068  2.7900
H  0.3933  1.1911  1.3217
H  1.8695  1.9281  0.1881
H  0.4255  2.0025  -1.6789
H  -0.9287  1.5919  -0.4347
H  0.1614  -1.0269  -2.0449
H  -0.7732  0.3146  -2.9776
H  -2.3175  -1.6972  -1.9650
H  -2.1351  -0.7933  -0.2208
H  -2.6562  1.3099  -2.4285
H  -4.0279  -0.0263  -2.4742
H  -4.0199  2.2999  -0.7095
H  -2.9846  1.1306  0.3514
H  -5.0938  -0.7562  -0.2140
H  -6.1370  0.7323  -0.7153
H  -6.8032  0.8890  1.5689
H  -5.5469  -0.4428  2.1121
H  -3.6328  1.5030  2.4041
H  -5.1443  1.5922  3.5328
H  -6.1262  3.5539  2.3930
H  -5.0544  3.4805  0.8331
H  -4.3528  5.2353  2.9826
H  -3.8053  3.6528  3.8774
H  -1.6050  4.1278  2.7933
H  -2.4616  3.4732  1.1389
H  -1.1516  5.7312  0.8608
H  -2.3467  6.6448  2.0383
H  -5.1930  6.5163  1.2702
H  -6.5192  6.3237  -1.4637
H  -4.2932  5.4154  -3.3477
H  -1.7095  5.0836  -1.6406
H  3.6539  -0.2220  -0.5173
H  2.2624  -1.0309  -1.4877
H  2.1725  1.6206  -3.6296
H  0.2025  -0.5038  2.6646
H  1.0811  -2.1452  2.2592
H  -1.5038  -2.6152  0.9664
H  -3.3725  -1.2382  2.2399
H  -2.1312  -0.7948  3.7101
H  -1.9320  -0.0199  2.0023
H  -2.3185  -3.4559  3.5234
H  -0.8410  -3.4747  5.4664
H  -0.4430  -1.7895  4.6863
H  0.7833  -3.2629  4.3659
H  -0.5488  -5.5194  3.5068
H  0.0602  -4.7916  1.7743
H  -1.8000  -5.2715  2.0879
C  4.1410  -3.6653  2.3641
C  5.2510  -4.0192  1.5975
C  6.4865  -4.2283  2.2126
C  6.6154  -4.0711  3.5979
C  5.5112  -3.6933  4.3609
C  4.2681  -3.5012  3.7441
C  5.6469  -3.4763  5.8158
O  4.6767  -3.1479  6.4873
C  6.9698  -3.6521  6.4476
C  7.1253  -3.3934  7.8158
C  8.3700  -3.5701  8.4240
C  9.4576  -4.0133  7.6720
C  9.3069  -4.2663  6.3078
C  8.0625  -4.0758  5.6927
C  7.9219  -4.3117  4.2422
O  8.8784  -4.6968  3.5797
H  3.1761  -3.5113  1.8860
H  5.1548  -4.1347  0.5202
H  7.3475  -4.5094  1.6085
H  3.3985  -3.2194  4.3353
H  6.2804  -3.0502  8.4107
H  8.4897  -3.3636  9.4854
H  10.4255  -4.1579  8.1470
H  10.1617  -4.6074  5.7262
C  -2.6610  -2.7222  -5.7958
C  -1.5367  -2.0125  -5.3745
C  -1.1251  -0.8770  -6.0742
C  -1.8331  -0.4563  -7.2066
C  -2.9425  -1.1800  -7.6420
C  -3.3645  -2.3092  -6.9282
C  -3.6672  -0.7743  -8.8636
O  -4.6440  -1.4074  -9.2447
C  -3.1928  0.3995  -9.6234
C  -3.8352  0.7609  -10.8148
C  -3.4013  1.8775  -11.5326
C  -2.3337  2.6398  -11.0593
C  -1.6883  2.2788  -9.8756
C  -2.1129  1.1505  -9.1616
C  -1.4010  0.7561  -7.9298
O  -0.4597  1.4229  -7.5156
H  -2.9872  -3.6018  -5.2453
H  -0.9809  -2.3417  -4.4994
H  -0.2496  -0.3249  -5.7364
H  -4.2379  -2.8713  -7.2543
H  -4.6715  0.1730  -11.1896
H  -3.8982  2.1533  -12.4602
H  -2.0001  3.5139  -11.6144
H  -0.8524  2.8759  -9.5148

Forces on atoms 1 to 2 (eV/Å):
C -0.6 0.6 -0.4
C 1.3 -0.6 0.1

As for the gap between HOMO and LUMO: 4.6 eV. Its charge is -1.

=====

> What is the charge in the second record?

0

=====

> The highest gap between HOMO and LUMO belongs to which entry?

C3H12NO2

=====

> Look up the charge of the third one.

+1